Entry 1:
{"formula": "C2H5N2O2", "method": "ωB97M-V with the def2-TZVPD basis set", "symbols": ["N", "C", "N", "H", "H", "H", "H", "O", "C", "O", "H"], "xyz": [[-0.968880, 0.595452, -0.459267], [0.139049, 0.686685, -1.216763], [0.144636, 0.723627, -2.518027], [-1.830829, 0.601215, -0.981444], [-0.915159, 0.113726, 0.438793], [1.090352, 0.857813, -0.707270], [1.111220, 0.486636, -2.741271], [-0.954672, -0.992590, 2.058382], [0.311969, -1.040254, 2.041516], [1.066846, -1.208941, 1.074048], [0.805467, -0.823369, 3.011303]], "forces_ev_per_angstrom": [[0.139, 0.793, -0.177], [0.307, 0.322, -1.002], [-0.054, -0.795, 0.811], [-0.002, -0.413, 0.148], [-0.216, -0.076, 0.106], [-0.287, -0.786, 0.533], [-0.013, 0.821, -0.465], [0.617, 0.030, -0.093], [-0.843, 0.390, -0.067], [0.219, -0.145, -0.221], [0.132, -0.140, 0.427]], "multiplicity": 1, "homo_ev": -4.5939, "lumo_ev": 4.5, "gap_ev": 9.07, "de_lowest_ev": 0.414, "total_charge": -1}

***

Entry 2:
{"formula": "C14H11AuI2N4O2", "method": "ωB97M-V with the def2-TZVPD basis set", "symbols": ["Au", "I", "C", "C", "C", "I", "C", "C", "C", "C", "N", "C", "C", "O", "H", "H", "H", "H", "C", "N", "C", "C", "C", "N", "C", "O", "N", "H", "H", "H", "H", "H", "H", "H"], "xyz": [[-0.508569, -0.495029, -0.483955], [-2.484671, -4.950099, 2.229568], [-1.074230, -3.514541, 2.785429], [-0.486899, -3.545419, 4.078441], [0.500573, -2.656621, 4.461203], [1.373304, -2.903699, 6.351606], [0.922343, -1.582970, 3.595059], [1.920745, -0.657823, 3.970499], [2.376775, 0.189975, 2.954421], [1.829020, 0.147270, 1.683373], [0.834854, -0.717992, 1.288718], [0.371066, -1.599733, 2.253866], [-0.655499, -2.536274, 1.848534], [-1.179570, -2.348866, 0.658722], [-0.708852, -4.277164, 4.868316], [2.233466, -0.567559, 4.967408], [3.105871, 0.955885, 3.191057], [2.257830, 0.785623, 0.927645], [-2.154827, 1.411098, -5.157435], [-1.329904, 1.649029, -4.021437], [-0.349976, 2.606305, -4.114898], [0.501084, 2.829667, -3.066450], [0.289377, 2.023769, -1.859456], [-0.427006, 0.891851, -1.922174], [-1.351163, 0.659825, -2.983332], [-2.144381, -0.276489, -3.007796], [0.863142, 2.430192, -0.695820], [-1.973981, 0.429489, -5.592358], [-2.051959, 2.188710, -5.944588], [-3.197439, 1.399879, -4.840063], [-0.424207, 3.161042, -5.028934], [1.261990, 3.554881, -3.003499], [1.249309, 3.371291, -0.583151], [0.612385, 1.944497, 0.191479]], "forces_ev_per_angstrom": [[-0.215, -1.010, 0.702], [0.187, 0.313, 0.066], [0.738, 0.588, 0.081], [0.707, 0.100, 0.313], [-0.532, 0.617, -0.587], [-0.093, 0.036, -0.036], [-0.105, -1.494, 0.075], [-0.929, 0.600, -3.101], [-0.312, -0.190, 1.566], [-1.471, -1.796, -0.796], [1.651, 0.360, 3.069], [1.516, 1.195, 0.461], [-1.355, 0.409, -1.466], [0.604, -0.400, 1.313], [-0.418, 0.029, -0.896], [0.571, -0.065, 1.072], [0.097, -0.093, -0.139], [-0.150, 0.057, -0.302], [-1.457, -0.136, -1.109], [1.439, -0.255, 0.738], [-0.091, -0.631, 1.738], [-1.477, -1.269, 0.476], [-0.063, 0.177, -0.871], [-0.986, 1.153, -1.091], [-0.246, -0.025, -0.060], [1.544, 1.799, -0.223], [-0.369, -0.484, 0.646], [0.190, -0.014, -0.023], [0.184, -0.435, 0.712], [-0.047, 0.030, -0.058], [0.476, 0.350, -0.167], [0.537, 0.870, -0.402], [-0.303, -0.749, -0.447], [0.178, 0.362, -1.255]], "multiplicity": 1, "homo_ev": -6.8687, "lumo_ev": -0.4, "gap_ev": 6.49}

***

Entry 3:
{"formula": "C5H8O", "method": "ωB97M-V with the def2-TZVPD basis set", "symbols": ["C", "C", "C", "O", "C", "C", "H", "H", "H", "H", "H", "H", "H", "H"], "xyz": [[1.196314, -0.180233, -1.250279], [1.071892, 0.279169, 0.196897], [-0.199077, -0.213208, 0.893813], [-0.299615, 0.507874, 2.110048], [-1.410100, -0.056687, 0.066002], [-2.424095, 0.025880, -0.579265], [1.035860, -1.261126, -1.331760], [2.192014, 0.040815, -1.646002], [0.459793, 0.320300, -1.887141], [1.074802, 1.372484, 0.260722], [1.921267, -0.081348, 0.788062], [-0.092421, -1.289957, 1.106783], [-1.207045, 0.435325, 2.427950], [-3.319589, 0.100710, -1.155829]], "forces_ev_per_angstrom": [[0.009, -0.064, -0.074], [0.043, 0.048, 0.019], [0.118, -0.118, -0.255], [-0.224, 0.033, 0.176], [-0.452, 0.029, -0.241], [0.408, -0.003, 0.257], [0.033, 0.116, -0.039], [-0.130, -0.018, 0.070], [0.095, -0.125, 0.105], [-0.012, -0.131, -0.030], [-0.121, 0.086, -0.051], [-0.026, 0.147, -0.074], [0.110, -0.003, 0.043], [0.149, 0.004, 0.094]], "multiplicity": 1, "homo_ev": -10.1220, "lumo_ev": 1.0, "gap_ev": 11.09, "de_lowest_ev": 2.132}

***

Entry 4:
{"formula": "C5H9NO", "method": "ωB97M-V with the def2-TZVPD basis set", "symbols": ["O", "C", "C", "C", "C", "N", "C", "H", "H", "H", "H", "H", "H", "H", "H", "H"], "xyz": [[2.049714, -1.459097, -0.513762], [0.668803, -1.239086, -0.588425], [-0.110445, -1.071702, 0.722761], [-0.743958, 0.203361, 0.073672], [-1.534635, 1.423655, 0.422663], [-0.441284, 1.067132, 1.253643], [0.197603, 0.128945, -1.131929], [2.462474, -0.635114, -0.220780], [0.224373, -2.061841, -1.140453], [0.622340, -0.797985, 1.512480], [-0.748548, -1.839582, 1.141642], [-2.531226, 1.418624, 0.846099], [-1.293982, 2.295147, -0.186900], [0.428703, 1.544500, 1.078947], [-0.188840, 0.080077, -2.162136], [0.938908, 0.942967, -1.107521]], "forces_ev_per_angstrom": [[0.283, 0.020, 0.084], [-0.159, -0.462, -0.320], [-0.305, -0.792, -0.361], [1.183, 0.125, 1.263], [-0.406, 0.267, 0.098], [0.321, 1.337, 0.170], [0.222, -0.001, 0.187], [-0.040, -0.252, -0.025], [0.222, -0.078, -0.405], [-0.717, -0.011, -0.401], [-0.006, -0.540, -0.361], [0.032, -0.073, 0.115], [-0.566, -0.341, -0.552], [0.042, 0.922, -0.025], [-0.271, 0.137, 0.542], [0.165, -0.258, -0.010]], "multiplicity": 1, "homo_ev": -9.0605, "lumo_ev": 0.9, "gap_ev": 9.95, "de_lowest_ev": 4.439}

***

Entry 5:
{"formula": "C3H13NO2S", "method": "ωB97M-V with the def2-TZVPD basis set", "symbols": ["C", "C", "C", "S", "N", "H", "H", "H", "H", "H", "H", "H", "H", "H", "H", "H", "O", "H", "H", "O"], "xyz": [[-0.912585, 2.807079, -0.289426], [-1.112003, 1.426537, 0.365582], [-0.000526, 1.073423, 1.344162], [0.323470, -0.767909, 1.417652], [-2.447013, 1.200783, 0.907711], [-0.081712, 2.724890, -0.987512], [-1.822642, 3.120232, -0.772999], [-0.672193, 3.541353, 0.485100], [-0.930197, 0.710591, -0.465931], [-0.171100, 1.424494, 2.353831], [0.938670, 1.451974, 0.962821], [-0.472303, -0.889915, 2.487188], [-3.115963, 1.174011, 0.143342], [-2.500997, 0.315205, 1.390102], [2.459243, -0.697631, -0.580980], [3.958851, -0.787715, -0.594566], [3.178208, -1.196370, -0.992885], [0.809977, -2.779190, -2.822065], [-0.602468, -2.631530, -3.333909], [0.172770, -3.203218, -3.409057]], "forces_ev_per_angstrom": [[0.076, -0.435, 1.369], [0.378, -0.932, -1.334], [0.110, -0.788, -0.457], [-0.548, 0.922, 0.471], [0.098, 0.672, 0.068], [-0.080, 0.224, -0.104], [-0.228, 0.129, -0.394], [-0.021, 0.122, -0.160], [-0.134, 0.167, 0.154], [0.017, 0.190, 0.130], [0.147, 0.408, 0.060], [0.087, -0.478, -0.002], [0.037, -0.001, 0.224], [0.050, -0.164, -0.042], [0.008, -0.260, -0.113], [-0.017, -0.236, -0.185], [-0.018, 0.457, 0.295], [0.118, -0.144, -0.056], [0.078, -0.202, -0.102], [-0.158, 0.349, 0.177]], "multiplicity": 1, "homo_ev": -9.5674, "lumo_ev": 0.4, "gap_ev": 9.93, "de_lowest_ev": 0.574}

***

Repeat the first record exactly.
{"formula": "C2H5N2O2", "method": "ωB97M-V with the def2-TZVPD basis set", "symbols": ["N", "C", "N", "H", "H", "H", "H", "O", "C", "O", "H"], "xyz": [[-0.968880, 0.595452, -0.459267], [0.139049, 0.686685, -1.216763], [0.144636, 0.723627, -2.518027], [-1.830829, 0.601215, -0.981444], [-0.915159, 0.113726, 0.438793], [1.090352, 0.857813, -0.707270], [1.111220, 0.486636, -2.741271], [-0.954672, -0.992590, 2.058382], [0.311969, -1.040254, 2.041516], [1.066846, -1.208941, 1.074048], [0.805467, -0.823369, 3.011303]], "forces_ev_per_angstrom": [[0.139, 0.793, -0.177], [0.307, 0.322, -1.002], [-0.054, -0.795, 0.811], [-0.002, -0.413, 0.148], [-0.216, -0.076, 0.106], [-0.287, -0.786, 0.533], [-0.013, 0.821, -0.465], [0.617, 0.030, -0.093], [-0.843, 0.390, -0.067], [0.219, -0.145, -0.221], [0.132, -0.140, 0.427]], "multiplicity": 1, "homo_ev": -4.5939, "lumo_ev": 4.5, "gap_ev": 9.07, "de_lowest_ev": 0.414, "total_charge": -1}